(1)
12 unconnected molecules or ions with the total composition C22H69BF4N15O11. Source: the OMol25 dataset; level of theory: ωB97M-V/def2-TZVPD.

Structure (XYZ):
```
122
Properties=species:S:1:pos:R:3:forces:R:3:mulliken_charge:R:1
B 23.3186 -13.1605 19.7611 0.57 0.80 2.19 -0.54
F 24.6531 -13.3472 20.2179 -0.09 -0.47 -0.76 -0.22
F 23.0274 -11.8475 20.1925 -0.57 -0.05 -0.60 -0.58
F 23.1082 -13.3426 18.4172 0.09 -0.10 -0.26 0.87
F 22.5097 -14.0614 20.5148 -0.09 0.29 -0.43 0.81
C 24.0750 -7.0180 25.0147 0.40 -0.42 0.45 -1.44
C 24.9880 -8.2188 25.2980 -0.33 -0.17 -1.04 0.02
C 24.2276 -9.5603 25.3964 0.59 0.17 0.03 -0.47
O 23.5506 -9.8062 24.1837 -0.46 0.15 -0.63 -0.14
C 22.7528 -10.9545 24.1999 0.01 -1.08 0.52 -0.73
N 26.0494 -8.3302 24.2590 -1.05 0.21 0.61 -0.81
H 23.5477 -6.9652 24.0618 0.17 -0.68 -0.14 0.24
H 24.7093 -6.1312 25.0292 -0.32 0.22 0.49 0.41
H 23.3171 -7.0964 25.7969 -0.06 0.83 0.06 0.36
H 25.4897 -8.0609 26.2554 -0.12 0.03 0.10 0.44
H 23.4963 -9.6665 26.2060 0.21 0.38 0.32 0.43
H 25.0544 -10.2753 25.5123 -0.61 -0.22 0.33 0.28
H 21.7150 -10.8568 24.5486 -0.08 0.86 -0.02 0.31
H 23.1444 -11.7059 24.8971 0.36 -0.06 -0.14 0.46
H 22.6897 -11.4336 23.2250 0.27 0.31 -0.24 -0.04
H 26.4349 -9.2636 24.4006 0.34 0.15 -0.43 0.41
H 25.5002 -8.3628 23.4020 0.40 -0.15 -0.21 0.33
C 20.9074 -14.1093 14.8038 0.20 -0.36 0.13 -1.49
C 19.9209 -14.7474 15.8010 1.22 0.40 -0.05 0.53
C 19.4036 -16.0979 15.3742 -2.25 -0.36 -0.43 -0.91
O 18.3993 -16.5343 16.3073 0.47 0.67 0.70 -0.29
C 17.9130 -17.8298 16.1476 0.67 -0.51 1.20 -0.83
N 20.6561 -14.9341 17.0507 0.08 -0.05 0.99 0.09
H 21.7598 -14.7567 14.5829 -0.15 -0.29 0.11 0.27
H 21.3680 -13.2420 15.2808 -0.26 0.10 -0.18 0.28
H 20.4822 -13.8134 13.8456 -0.26 0.08 0.13 0.46
H 19.1244 -14.0209 15.9902 -0.46 -0.36 -0.39 0.42
H 20.1314 -16.9061 15.2700 0.46 0.39 -0.02 0.33
H 18.7937 -16.0022 14.4647 0.76 0.14 -0.55 0.45
H 17.2471 -17.9637 15.2931 0.02 -0.02 -0.06 0.28
H 17.4401 -18.0751 17.1034 -0.70 0.22 -0.33 0.27
H 18.7206 -18.5775 16.1811 0.16 0.11 -0.79 0.34
H 20.9736 -14.0380 17.4143 0.12 0.06 -0.29 -0.68
H 19.9884 -15.2264 17.7598 -0.06 -0.22 -0.05 0.31
C 31.2525 -11.9183 16.6216 -0.76 0.89 0.32 -1.66
C 29.9757 -12.5983 17.1559 0.52 -1.04 0.01 0.46
C 29.6223 -12.1939 18.5966 -0.35 0.29 -1.05 -0.53
O 28.6722 -13.1576 19.0442 0.42 0.35 0.91 -0.38
C 28.5077 -13.1409 20.4629 0.32 -1.00 -0.62 -0.74
N 28.8344 -12.4147 16.2737 -0.02 1.10 0.32 -0.57
H 32.1934 -12.2482 17.0624 -0.17 -0.25 0.20 0.38
H 31.1436 -10.8541 16.8614 0.25 0.13 -0.18 0.31
H 31.3274 -11.9880 15.5382 -0.16 -0.20 0.01 0.40
H 30.1651 -13.6769 17.1599 0.06 -0.05 0.21 0.33
H 29.1073 -11.2242 18.5355 0.07 0.12 0.06 0.26
H 30.4786 -12.0320 19.2605 0.07 -0.64 0.13 0.50
H 27.5040 -13.5238 20.6418 -0.15 0.49 0.34 0.04
H 28.7523 -12.1767 20.9069 -0.50 0.20 -0.02 0.41
H 29.1920 -13.8712 20.9111 0.11 0.06 0.04 0.30
H 28.0711 -13.0621 16.4681 0.51 -0.26 -0.34 0.07
H 28.4307 -11.5091 16.5271 0.03 0.02 -0.52 0.31
C 23.2066 -8.7243 18.9052 -0.31 -0.31 0.16 -0.57
C 23.4104 -7.8262 17.7166 -0.87 0.11 -1.42 -0.25
O 24.7471 -7.7265 17.2654 0.26 0.23 0.42 -0.58
H 23.1913 -9.7854 18.6538 0.56 0.00 -0.27 -0.16
H 22.2186 -8.6208 19.3621 0.12 0.58 0.14 0.48
H 24.0058 -8.5282 19.6207 -0.23 -0.11 0.28 0.29
H 23.0078 -6.8161 17.8526 0.48 0.09 0.57 0.34
H 22.8104 -8.1426 16.8488 -0.06 -0.47 0.20 0.09
H 25.2585 -8.4922 17.5523 -0.06 0.09 -0.20 0.40
C 21.5070 -16.6734 19.9297 0.21 -0.21 -0.86 -0.16
C 22.9077 -17.0607 19.4549 0.62 -1.71 -0.28 -0.45
O 23.1105 -16.6643 18.0838 -0.63 0.77 1.29 -0.71
H 20.8420 -17.1390 19.1973 -0.19 -0.12 0.18 0.41
H 21.3180 -15.6025 19.8314 0.22 -0.49 0.23 -0.47
H 21.2489 -17.0477 20.9171 0.16 0.10 0.14 0.33
H 22.9909 -18.1545 19.4176 -0.36 -0.05 0.15 0.42
H 23.7879 -16.8311 20.0654 -0.34 0.90 0.18 0.19
H 22.4705 -15.9352 18.0694 0.02 0.17 -1.28 0.09
C 21.7832 -10.4806 15.1934 0.45 1.56 -0.41 0.33
O 21.6078 -9.6668 14.2792 -0.18 -0.82 0.36 -0.74
N 22.9407 -11.1772 15.2996 -0.88 0.16 -1.12 -0.06
N 20.8974 -10.6049 16.2122 0.17 -0.04 -0.25 -0.05
H 23.2060 -11.6792 16.1167 0.25 -0.08 0.05 0.06
H 23.5038 -10.9982 14.4845 0.60 -0.37 0.43 0.18
H 20.0985 -10.0084 16.0896 -0.27 -0.37 0.44 0.19
H 21.0068 -11.3491 16.8764 -0.53 0.12 0.25 0.07
C 19.2292 -12.7980 19.3257 0.13 0.55 0.75 0.39
O 18.1190 -12.7785 18.8123 0.46 -0.07 0.19 -0.72
N 19.6871 -13.8136 20.1151 -0.05 -0.81 0.46 0.08
N 20.0961 -11.7339 19.2406 -0.75 0.13 -1.08 -0.15
H 19.0099 -14.4183 20.5453 -0.12 -0.10 -0.42 0.20
H 20.6543 -13.9641 20.3739 -0.28 0.62 -0.13 -0.54
H 21.0039 -11.6188 19.6590 0.00 -0.19 0.25 -0.01
H 19.6678 -10.9754 18.7353 0.40 0.18 0.06 0.28
C 26.1320 -11.9952 24.2066 2.16 1.61 0.09 0.63
O 26.8375 -11.0934 24.6997 -0.49 -0.74 -0.38 -0.84
N 25.8689 -12.0296 22.8618 -0.70 -1.05 0.70 0.33
N 25.6797 -13.0110 24.9541 -0.69 -0.77 -1.17 -0.19
H 26.2645 -11.3804 22.2164 0.22 0.28 0.21 -0.06
H 25.4005 -12.8385 22.4895 -0.05 0.16 -0.33 -0.17
H 25.0797 -13.6782 24.4943 -0.19 -0.19 0.68 -0.02
H 25.7712 -13.0407 25.9472 0.08 0.25 0.13 0.21
C 26.0489 -10.6576 17.8305 0.27 -0.61 -1.32 -0.39
O 26.9131 -10.0998 17.1433 -0.55 -0.02 0.98 -0.81
N 25.0636 -11.4137 17.2483 -0.36 0.16 1.21 0.51
N 25.9603 -10.5688 19.1809 0.63 0.51 0.54 0.44
H 24.5092 -12.0095 17.8718 0.54 0.31 -0.83 -0.24
H 25.2256 -11.7245 16.3081 0.31 -0.08 0.01 0.33
H 25.3610 -11.1297 19.7564 -0.31 -0.20 -0.19 -0.32
H 26.6878 -10.0611 19.6534 0.03 0.07 -0.15 0.26
C 25.9228 -14.5361 16.4715 0.71 -0.16 -0.56 0.54
O 26.8328 -14.3442 15.6552 -0.75 -0.37 0.35 -0.80
N 24.7450 -15.1464 16.1289 0.56 0.71 -0.50 -0.07
N 26.0200 -14.1421 17.7568 -0.05 -0.27 0.47 0.18
H 24.8356 -15.5782 15.2241 -0.46 -0.17 0.12 0.27
H 24.1669 -15.5314 16.8539 -0.10 -0.48 -0.06 0.19
H 25.2162 -14.2045 18.3535 0.26 -0.14 0.21 -0.19
H 26.9290 -13.9302 18.1443 -0.07 0.25 -0.04 0.13
C 22.6784 -14.5990 24.0050 0.59 -0.43 1.04 0.46
O 23.2551 -14.6866 25.0952 -0.29 0.23 -0.59 -0.71
N 21.5520 -13.8741 23.8037 -0.52 -0.01 -0.62 -0.28
N 23.1249 -15.2521 22.8907 -0.58 0.41 0.59 -0.14
H 21.0064 -14.1076 22.9945 -0.15 0.28 -0.05 0.15
H 21.1307 -13.2849 24.4946 0.21 -0.17 0.31 0.24
H 22.8137 -14.8800 21.9954 0.79 -0.54 0.10 -0.22
H 23.9581 -15.7832 23.0694 0.06 -0.03 -0.55 0.25
```
Forces are in eV/Å.

Computed properties:
**Total charge**: -1
**HOMO energy**: -6.46 eV

(2)
2 unconnected molecules or ions with the total composition C2H8. Source: the OMol25 dataset; level of theory: ωB97M-V/def2-TZVPD.

Structure (XYZ):
```
10
Properties=species:S:1:pos:R:3:forces:R:3:mulliken_charge:R:1
C -3.3215 -0.3827 -0.2824 -2.22 -1.14 -0.59 -0.93
H -4.1824 -0.8423 -0.8324 1.13 0.03 -0.65 0.24
H -3.7010 -0.7630 0.6644 0.72 0.90 0.79 0.25
H -2.3579 -0.8184 -0.5184 -0.08 0.10 -0.21 0.21
H -3.4506 0.6713 -0.5125 0.45 0.10 0.66 0.24
C 3.4390 0.4187 0.2750 -1.01 0.39 0.63 -0.88
H 3.4145 1.4880 0.5047 0.36 -0.12 -0.13 0.23
H 2.3850 0.1389 0.2126 0.07 -0.15 -0.35 0.21
H 3.9593 0.2113 -0.6486 0.15 -0.08 -0.03 0.22
H 3.8157 -0.1219 1.1376 0.43 -0.04 -0.11 0.23
```
Forces are in eV/Å.

Computed properties:
**HOMO energy**: -12.22 eV
**Energy relative to the best compared isomer or geometry (same formula, charge and spin)**: 34.58 kJ/mol

LUMO level per entry: 1.99; 1.06 eV
E_tot per entry: -80367.650; -2203.275 eV